Molecular formula: C29H59ClN4O6P
Method: DFT, ωB97M-V/def2-TZVPD

```
100
Properties=species:S:1:pos:R:3
C -2.78038 2.13142 1.04001
C -2.88119 0.77817 0.32476
C -2.23640 -0.31455 1.19836
C -1.43104 -1.35564 0.39240
C 0.04414 -1.28187 0.56653
N 0.74362 -1.29946 1.72059
P 0.00733 -1.47651 3.32577
C 0.68879 -2.98148 4.11853
C -0.31700 -3.59654 5.09116
C 0.43658 0.01304 4.28137
C -0.03351 -0.22383 5.72084
C 2.10492 -1.15859 1.40213
O 3.04483 -1.09803 2.35075
C 3.71435 -2.36554 2.60097
C 5.08559 -2.14391 3.19928
C 5.95483 -1.20122 2.37363
C 2.22536 -1.07373 0.04039
C 3.50080 -0.92033 -0.70957
C 3.51325 0.19223 -1.76962
O 4.51290 1.15637 -1.45296
C 3.97569 2.42079 -1.58779
O 3.24505 2.84551 -0.75019
C 4.32672 3.22583 -2.79324
C 5.34748 4.33341 -2.44134
N 0.92083 -1.17809 -0.45498
C 0.60151 -1.16582 -1.86852
C -0.16633 0.07794 -2.30626
O 0.18059 1.17960 -2.12353
Cl -1.65204 -0.27055 -3.18837
H -1.73961 2.45857 1.02066
H -3.04399 2.00275 2.08618
H -3.39218 2.89341 0.57234
H -2.39896 0.85401 -0.64484
H -3.94135 0.55785 0.23194
H -1.63089 0.19192 1.94045
H -2.99184 -0.85554 1.75829
H -1.65735 -1.21535 -0.65715
H -1.71792 -2.37667 0.64053
H 1.66238 -2.84273 4.58508
H 0.84227 -3.70884 3.32023
H -0.41401 -2.98727 5.98137
H -1.28251 -3.74501 4.62097
H 0.07360 -4.56240 5.39999
H 1.49487 0.26626 4.27842
H -0.11587 0.85902 3.88350
H -0.05031 0.70961 6.26882
H -1.02776 -0.66696 5.71439
H 0.61059 -0.92892 6.23867
H 3.78771 -2.91226 1.66160
H 3.13202 -2.97227 3.28882
H 4.99120 -1.80761 4.22882
H 5.54107 -3.13227 3.22632
H 6.10416 -1.64859 1.39251
H 5.45342 -0.25048 2.22695
H 6.91426 -1.06862 2.85715
H 4.28010 -0.69732 0.00737
H 3.74810 -1.87791 -1.16949
H 2.53008 0.65319 -1.81443
H 3.74401 -0.23866 -2.74318
H 4.63682 2.60765 -3.62844
H 3.38530 3.70158 -3.04548
H 4.86776 5.30463 -2.45828
H 6.19189 4.35136 -3.11845
H 5.70516 4.18876 -1.42717
H 0.02882 -2.04763 -2.13544
H 1.50952 -1.20849 -2.45817
C -7.25620 -4.65411 1.72933
C -6.84178 -3.62981 0.67775
C -5.40105 -3.12510 0.84276
O -5.21371 -2.18422 1.88569
C -5.05986 -2.74220 3.17932
N -7.81767 -2.53821 0.66836
H -7.47010 -4.18805 2.69087
H -8.16415 -5.16530 1.41362
H -6.47977 -5.40770 1.87743
H -6.88886 -4.12487 -0.29656
H -5.12258 -2.59687 -0.07463
H -4.69858 -3.96290 0.95689
H -4.52838 -3.69803 3.14395
H -6.02365 -2.87778 3.67282
H -4.47662 -2.03775 3.77435
H -7.61543 -1.90689 -0.10184
H -7.66719 -1.97441 1.50068
C -0.90306 5.28651 -6.07009
C -0.49083 3.93593 -5.49411
C 0.84625 3.96757 -4.74165
O 1.99675 3.99500 -5.56186
C 2.36257 5.27533 -6.05013
N -0.50109 2.93877 -6.56867
H -0.33787 5.53640 -6.96758
H -1.95547 5.26788 -6.35002
H -0.76229 6.08715 -5.34151
H -1.25270 3.64546 -4.76406
H 0.92930 3.04179 -4.16280
H 0.86954 4.79068 -4.01428
H 2.13410 6.06160 -5.32535
H 1.86890 5.49604 -6.99863
H 3.43763 5.26430 -6.22800
H -0.33261 2.01721 -6.17470
H 0.30864 3.10920 -7.15931
```

The largest force on an atom comes out at 2.18 eV/Å. The net charge is +1. For the energy above the lowest of the compared OMol25 structures with the same formula, charge and spin, the calculation gives 0.00 kJ/mol. The value obtained for the electronic energy is -2612.12754 Eh. Its HOMO energy is -10.873 eV.


Molecular formula: C12H14N3
Method: DFT, ωB97M-V/def2-TZVPD

```
29
Properties=species:S:1:pos:R:3
C -0.59964 3.10107 0.82526
C -0.66393 2.01960 1.58728
N -0.99819 0.85067 0.80221
C -0.70444 -0.41905 1.12958
C -0.60885 -1.54461 0.28617
C -1.00508 -2.96012 0.86504
C 0.51287 -3.23514 1.10404
C 0.83499 -2.02942 0.24431
C -1.13699 1.31720 -0.66995
C -0.65605 2.71364 -0.56450
C 0.19563 1.58645 -1.18625
C 0.70389 1.79559 -2.63664
N 1.90208 1.33045 -2.69960
C 2.13634 0.80013 -1.45554
N 1.29931 0.94572 -0.50899
H -0.17047 4.10938 0.98247
H -0.67570 2.05331 2.78507
H -0.50039 -0.53884 2.26961
H -1.21545 -1.51427 -0.67832
H -1.51342 -3.43070 -0.03700
H -1.50466 -3.09253 1.78823
H 0.81722 -2.94326 2.15524
H 0.81113 -4.22954 0.91701
H 1.62223 -1.40492 0.57735
H 0.99266 -2.19566 -0.80442
H -2.04100 0.89086 -1.09423
H -0.96488 3.49733 -1.24352
H 0.25898 2.35033 -3.48101
H 2.87179 0.17633 -1.25891
```

The largest force on an atom comes out at 4.85 eV/Å. The net charge is +1. For the energy above the lowest of the compared OMol25 structures with the same formula, charge and spin, the calculation gives 414.81 kJ/mol. The value obtained for the electronic energy is -629.50527 Eh. Its structure (SMILES) is C1=C/[N+](=C/C2CCC2)[C@H]2[C@@H]1[C@]21C=NC=N1. Its HOMO energy is -13.229 eV.


Repeat the second record exactly.
Molecular formula: C12H14N3
Method: DFT, ωB97M-V/def2-TZVPD

```
29
Properties=species:S:1:pos:R:3
C -0.59964 3.10107 0.82526
C -0.66393 2.01960 1.58728
N -0.99819 0.85067 0.80221
C -0.70444 -0.41905 1.12958
C -0.60885 -1.54461 0.28617
C -1.00508 -2.96012 0.86504
C 0.51287 -3.23514 1.10404
C 0.83499 -2.02942 0.24431
C -1.13699 1.31720 -0.66995
C -0.65605 2.71364 -0.56450
C 0.19563 1.58645 -1.18625
C 0.70389 1.79559 -2.63664
N 1.90208 1.33045 -2.69960
C 2.13634 0.80013 -1.45554
N 1.29931 0.94572 -0.50899
H -0.17047 4.10938 0.98247
H -0.67570 2.05331 2.78507
H -0.50039 -0.53884 2.26961
H -1.21545 -1.51427 -0.67832
H -1.51342 -3.43070 -0.03700
H -1.50466 -3.09253 1.78823
H 0.81722 -2.94326 2.15524
H 0.81113 -4.22954 0.91701
H 1.62223 -1.40492 0.57735
H 0.99266 -2.19566 -0.80442
H -2.04100 0.89086 -1.09423
H -0.96488 3.49733 -1.24352
H 0.25898 2.35033 -3.48101
H 2.87179 0.17633 -1.25891
```

The largest force on an atom comes out at 4.85 eV/Å. The net charge is +1. For the energy above the lowest of the compared OMol25 structures with the same formula, charge and spin, the calculation gives 414.81 kJ/mol. The value obtained for the electronic energy is -629.50527 Eh. Its structure (SMILES) is C1=C/[N+](=C/C2CCC2)[C@H]2[C@@H]1[C@]21C=NC=N1. Its HOMO energy is -13.229 eV.


What did the second record say?
Molecular formula: C12H14N3
Method: DFT, ωB97M-V/def2-TZVPD

```
29
Properties=species:S:1:pos:R:3
C -0.59964 3.10107 0.82526
C -0.66393 2.01960 1.58728
N -0.99819 0.85067 0.80221
C -0.70444 -0.41905 1.12958
C -0.60885 -1.54461 0.28617
C -1.00508 -2.96012 0.86504
C 0.51287 -3.23514 1.10404
C 0.83499 -2.02942 0.24431
C -1.13699 1.31720 -0.66995
C -0.65605 2.71364 -0.56450
C 0.19563 1.58645 -1.18625
C 0.70389 1.79559 -2.63664
N 1.90208 1.33045 -2.69960
C 2.13634 0.80013 -1.45554
N 1.29931 0.94572 -0.50899
H -0.17047 4.10938 0.98247
H -0.67570 2.05331 2.78507
H -0.50039 -0.53884 2.26961
H -1.21545 -1.51427 -0.67832
H -1.51342 -3.43070 -0.03700
H -1.50466 -3.09253 1.78823
H 0.81722 -2.94326 2.15524
H 0.81113 -4.22954 0.91701
H 1.62223 -1.40492 0.57735
H 0.99266 -2.19566 -0.80442
H -2.04100 0.89086 -1.09423
H -0.96488 3.49733 -1.24352
H 0.25898 2.35033 -3.48101
H 2.87179 0.17633 -1.25891
```

The largest force on an atom comes out at 4.85 eV/Å. The net charge is +1. For the energy above the lowest of the compared OMol25 structures with the same formula, charge and spin, the calculation gives 414.81 kJ/mol. The value obtained for the electronic energy is -629.50527 Eh. Its structure (SMILES) is C1=C/[N+](=C/C2CCC2)[C@H]2[C@@H]1[C@]21C=NC=N1. Its HOMO energy is -13.229 eV.